1.
The following is a quantum chemistry calculation of a molecular structure, C37H30N4O3V, from the OMol25 dataset.

## Properties
Molecular weight   629.6 g/mol
ΔE to the lowest compared entry with this formula, charge and spin   0.0 kcal/mol
LUMO energy (spin up / spin down)   -0.156 / -0.161 eV
2S+1   4
HOMO energy (spin up / spin down)   -6.622 / -7.983 eV
Electronic energy   -76647.932 eV
Kohn-Sham gap (spin up / spin down)   6.465 / 7.822 eV

The geometry in XYZ format:
```
75
C37H30N4O3V the ωB97M-V functional and the def2-TZVPD basis
C -1.96890 -4.79299 -2.74485
H 0.34951 2.57301 -0.37328
H 0.48109 4.57645 1.24395
C -0.86499 6.76781 -0.95212
H -2.75451 -1.20235 1.13247
O -2.70045 1.21614 -0.71439
C 0.22732 -3.90708 -3.11393
H -2.00466 -0.53478 -3.14272
C -1.69661 -1.95623 2.85486
H 4.09336 -2.37859 2.89119
C 0.68807 -1.85382 2.63044
C -1.27843 4.20974 0.06879
C -1.05905 2.56343 4.87841
H -0.98585 2.50627 5.95683
H -0.31995 -2.57818 4.38409
C -1.54802 -2.42215 -2.57379
C -2.05898 3.51400 2.90793
C 3.95356 -2.63867 0.09805
C 0.79144 -0.43936 -1.95025
C -2.77056 2.14535 0.16590
C -0.63441 -4.98936 -3.05784
C -1.40319 2.78707 0.59050
C -0.25183 1.77158 4.08224
H -3.01748 4.16480 -1.18871
H 2.22688 -1.67575 4.16325
C 3.78405 -3.20485 -1.15545
N 2.04945 -3.86418 0.82249
C 2.94246 -0.73899 -3.80742
C 2.00089 -4.35627 -0.40604
C -2.41746 -3.50404 -2.50962
H -3.08050 -1.17211 -2.11796
O -3.78079 2.59879 0.66863
H 0.46061 1.09212 4.53422
H 1.27734 -4.08635 -3.29837
H 0.29193 1.22591 2.08077
H -2.64998 6.42475 -2.08909
H 4.75080 -1.93494 0.29203
H 1.20667 -5.06693 -0.60900
V -0.98969 0.11549 -0.83881
C 3.03608 -2.99478 1.07743
N -0.72344 -1.08081 0.86349
H -2.59383 -2.18679 3.41029
H 1.83667 -2.39565 -4.56943
H 4.44402 -2.94477 -1.97524
C 0.48462 -1.29416 1.37285
H 1.98810 1.20714 -1.23775
H 3.73639 -0.84090 -4.53725
H -0.25506 -5.98658 -3.24078
C 2.06076 -1.99647 3.13969
C 1.86808 -1.61424 -3.82041
C -1.79403 -1.41873 1.58652
C -1.25054 2.71281 2.10180
C -0.34589 1.84465 2.69740
N 2.81796 -4.07608 -1.41570
C -0.43312 -2.16559 3.38943
C 1.92281 0.39185 -1.96066
H 0.86596 6.82773 0.31459
H -0.70999 7.76308 -1.34777
C 0.82977 -1.49606 -2.89074
H -2.59811 4.06128 4.90083
H 1.31441 -0.98924 0.74573
H -2.65729 -5.62561 -2.68664
C -1.96288 3.43787 4.28530
C -0.18931 -2.59252 -2.87166
O -0.34601 2.00416 -0.02504
C 0.01952 6.24283 -0.02100
H -2.77046 4.18287 2.44435
C -2.16037 4.73995 -0.86464
N -2.08468 -1.11050 -2.30531
H -3.46222 -3.32430 -2.28113
C 2.98425 0.25852 -2.84519
C -0.19126 4.97304 0.49104
H 3.82437 0.94266 -2.79976
C -1.95361 6.01692 -1.36796
C 3.10914 -2.42834 2.43990
```

Mulliken atomic charge list, values in e, 6 entries: atom 1 (C): -0.6322, atom 2 (H): 0.3019, atom 3 (H): 0.3727, atom 4 (C): -0.4210, atom 5 (H): 0.4498, atom 6 (O): -0.7914


2.
The following is a quantum chemistry calculation of C4H6N2O in the gas phase in a non-equilibrium geometry, from the OMol25 dataset.

## Properties
Molecular weight   98.1 g/mol
ΔE to the lowest compared entry with this formula, charge and spin   41.5 kcal/mol
LUMO energy   0.603 eV
SMILES   [H]/N=C/OCCC#N
HOMO energy   -10.714 eV
Electronic energy   -9271.701 eV
Kohn-Sham gap   11.318 eV

The geometry in XYZ format:
```
13
C4H6N2O the ωB97M-V functional and the def2-TZVPD basis
H 0.31935 -2.57353 -1.87229
H 1.46397 0.49679 0.85934
C 0.43551 0.22992 1.13147
O 0.20926 -1.13869 0.84718
H -1.56340 0.78138 0.49506
C 0.06139 -1.50128 -0.44710
N 0.09492 1.88545 -1.96787
H 0.33426 0.30084 2.21555
H -0.59134 2.12809 1.08265
N 0.69138 -2.47942 -0.92932
H -0.69382 -0.93172 -1.00719
C -0.55638 1.21203 0.48331
C -0.20509 1.59014 -0.89079
```

natural (NBO) atomic charge list, values in e, 6 entries: atom 1 (H): 0.3410, atom 2 (H): 0.1925, atom 3 (C): -0.0483, atom 4 (O): -0.5088, atom 5 (H): 0.2578, atom 6 (C): 0.3807


3.
The following is a quantum chemistry calculation of C5H7Cl in the gas phase in a non-equilibrium geometry, from the OMol25 dataset.

## Properties
Molecular weight   102.6 g/mol
ΔE to the lowest compared entry with this formula, charge and spin   35.0 kcal/mol
LUMO energy   0.970 eV
SMILES   CC#CCCCl
HOMO energy   -9.407 eV
Electronic energy   -17818.962 eV
Kohn-Sham gap   10.377 eV

The geometry in XYZ format:
```
13
C5H7Cl the ωB97M-V functional and the def2-TZVPD basis
Cl 0.48777 -1.99145 -1.69288
H 1.70400 -1.31220 0.17646
H -1.21458 2.93316 -0.96894
C -0.42136 -1.35997 0.64123
H -0.21075 3.31327 0.45615
C -0.29514 1.21306 -0.11980
C -0.28842 2.66235 -0.38649
H -0.29980 -1.40696 1.74638
H 0.50064 2.90468 -1.09865
H 1.03593 -3.04011 0.43036
C -0.45665 0.03870 0.22481
C 0.82526 -1.99486 0.06279
H -1.36690 -1.95967 0.52858
```

natural (NBO) atomic charge list, values in e, 6 entries: atom 1 (Cl): -0.0759, atom 2 (H): 0.2285, atom 3 (H): 0.2360, atom 4 (C): -0.4996, atom 5 (H): 0.2348, atom 6 (C): 0.0155


4.
The following is a quantum chemistry calculation of a molecular structure, C36H37AgN4O2, from the OMol25 dataset.

## Properties
Molecular weight   665.6 g/mol
ΔE to the lowest compared entry with this formula, charge and spin   6.6 kcal/mol
LUMO energy   -0.809 eV
HOMO energy   -7.204 eV
Electronic energy   -51988.191 eV
Kohn-Sham gap   6.394 eV

The geometry in XYZ format:
```
80
C36H37AgN4O2 the ωB97M-V functional and the def2-TZVPD basis
H -1.17430 -3.21961 -4.44934
C -1.20341 -3.77909 2.41570
H 0.88268 3.33447 -6.82589
O -1.70785 0.11649 0.69656
C 1.01002 2.23330 -4.99803
N 0.91774 0.90501 -2.90967
C -2.98716 2.12123 0.83752
H -1.22942 -4.85260 2.21402
C 4.05536 0.78602 -1.41962
H -2.12741 -3.33786 2.04458
C 1.32409 2.88895 1.55656
C -3.86488 3.16518 2.82600
H 3.71513 0.42133 3.53161
C -0.11740 -3.35573 -2.57894
H 1.86365 -4.30226 0.00177
H 3.26565 2.12548 2.05053
C 2.68922 0.13415 3.76309
H 5.76311 0.25820 -0.23105
H -1.61876 0.93360 -3.30291
C 0.34142 0.94575 3.29946
H -2.03596 -2.40749 -2.33951
O -1.76298 1.45411 -1.07455
Ag -0.32352 -0.49779 -1.20413
H 4.39798 -1.12234 1.34595
C -0.15661 -3.35088 -4.08274
H 2.08542 2.30420 -4.91552
C 0.29347 1.54399 -4.02237
H -2.83690 1.94109 -5.22507
H -5.73878 3.99255 0.13229
N 2.07712 1.26065 -2.68011
H -1.16472 -0.50171 3.72264
H 2.55031 -0.90313 3.44481
C -2.07385 1.16380 0.10971
H 1.75385 -4.37801 -2.43309
H 4.58099 1.40971 -2.12896
H 2.20333 -3.23738 2.02429
C -4.95262 3.53387 0.71739
C -1.05157 2.69622 -6.14493
C -2.90579 2.35781 2.21585
H -1.57660 3.14752 -6.97693
H 0.44581 -0.96630 4.30071
C -0.00698 -3.28093 0.25779
C 3.94568 -0.62061 0.50152
C -1.10409 -2.75606 -0.43814
H -1.92449 -2.31032 0.11007
C -0.52889 1.85377 2.67914
C -1.15327 -2.78043 -1.83020
N -1.89509 1.78855 2.99856
C 1.71648 1.06293 3.08250
H 1.26740 -3.56081 3.48511
C -3.99233 2.74283 0.10574
H 0.44716 -2.53346 -4.48346
C 1.00053 -3.87306 -0.49066
H -3.78994 3.35701 3.89069
H 1.37575 -4.78500 2.22396
H -2.09548 1.74386 3.98377
N 1.96461 -0.13102 -0.73317
C 0.03046 -3.14286 1.76917
H -0.01491 -2.06635 1.98086
C 2.57745 -0.71824 0.28721
C 0.33320 2.80371 -6.05948
C -1.08661 1.42813 -4.10537
H -1.17881 -3.63446 3.49755
H 0.23785 -4.28240 -4.48898
H 2.57337 0.15127 4.84840
H -0.48787 0.23492 5.17796
C 2.19793 2.03753 2.21386
H 1.94439 -1.28385 0.95929
H -4.01256 2.57102 -0.96232
C 1.29526 -3.71038 2.40471
C 0.94421 -3.91067 -1.88359
C 2.69148 0.60125 -1.56627
C -0.24263 -0.13104 4.17480
C 4.69554 0.14875 -0.36991
H -5.63083 4.34682 2.58611
C -1.75912 2.01360 -5.16653
H -0.71737 3.48776 1.29832
H 1.70422 3.63602 0.87069
C -0.03585 2.80848 1.79370
C -4.89169 3.73125 2.08894
```

Mulliken atomic charge list, values in e, 6 entries: atom 1 (H): 0.3774, atom 2 (C): -1.6507, atom 3 (H): 0.3662, atom 4 (O): -0.4548, atom 5 (C): -0.3316, atom 6 (N): 1.1539


5.
The following is a quantum chemistry calculation of 2 unconnected molecules or ions with the total composition C2H5O5 in a non-equilibrium geometry, from the OMol25 dataset.

## Properties
Molecular weight   109.1 g/mol
ΔE to the lowest compared entry with this formula, charge and spin   29.1 kcal/mol
LUMO energy (spin up / spin down)   0.116 / -3.808 eV
2S+1   4
HOMO energy (spin up / spin down)   -6.253 / -9.399 eV
Electronic energy   -12379.911 eV
Kohn-Sham gap (spin up / spin down)   6.368 / 5.592 eV

The geometry in XYZ format:
```
12
C2H5O5 the ωB97M-V functional and the def2-TZVPD basis
O -2.14246 -2.78738 -0.73137
O 3.77628 2.74086 1.91087
H 2.11056 3.03794 0.93222
H -1.68334 -3.63005 -0.66296
H -1.78405 -0.01673 -1.17914
O -0.96613 -1.90840 -0.97269
C -1.30899 -0.64972 -0.42678
O 0.75255 -0.30608 0.79916
O 2.94966 3.52628 0.99033
C 0.04655 0.00202 -0.15361
H 0.18898 0.79854 -0.95728
H -1.93961 -0.80729 0.45125
```

natural (NBO) atomic charge list, values in e, 6 entries: atom 1 (O): -0.4527, atom 2 (O): -0.0754, atom 3 (H): 0.4706, atom 4 (H): 0.4686, atom 5 (H): 0.2297, atom 6 (O): -0.1323